(1)
130
Properties=species:S:1:pos:R:3 method="wB97M-V/def2-TZVPD" orbital_gap_ev="9.36 / 10.11" charge=0 de_lowest_kcal_mol=3.0 s2=2.0092 homo_energy_ev="-11.2 / -11.2" multiplicity=3
V -1.72 1.85 -2.11
C 1.82 0.10 -0.46
F 2.34 1.29 -0.84
F 2.60 -0.88 -0.81
F 1.63 -0.04 0.85
S 0.13 -0.12 -1.25
O -0.02 0.70 -2.43
O -0.06 -1.51 -1.52
N -0.95 0.57 -0.40
S -1.61 0.11 1.07
O -2.88 0.80 1.17
O -1.40 -1.26 1.35
C -0.46 1.06 2.27
F 0.34 1.84 1.59
F -1.18 1.90 3.03
F 0.25 0.25 3.05
C -4.49 -1.12 -1.30
F -5.45 -1.83 -1.90
F -4.88 -0.72 -0.09
F -3.30 -1.70 -1.21
S -4.14 0.49 -2.23
O -5.38 0.81 -2.83
O -3.53 1.33 -1.17
N -2.89 0.55 -3.23
S -2.69 -0.48 -4.49
O -1.34 -0.24 -4.97
O -3.08 -1.79 -4.08
C -3.86 0.06 -5.85
F -5.12 -0.16 -5.49
F -3.69 1.37 -5.96
F -3.57 -0.49 -6.97
C -2.05 5.01 0.41
F -0.99 5.06 1.19
F -2.98 4.18 1.01
F -2.59 6.22 0.25
S -1.42 4.52 -1.23
O -0.71 5.67 -1.68
O -0.77 3.24 -0.95
N -2.69 3.82 -1.94
S -3.91 4.52 -2.76
O -3.63 5.88 -3.09
O -4.38 3.55 -3.74
C -5.45 4.67 -1.63
F -5.03 5.40 -0.59
F -6.32 5.45 -2.21
F -5.98 3.49 -1.26
C 5.70 1.15 0.74
C 5.79 2.35 1.62
O 4.53 3.08 1.64
C 4.57 4.41 1.39
O 5.58 5.04 1.31
C 3.14 4.92 1.49
F 2.21 4.22 0.89
F 2.95 4.93 2.81
F 3.00 6.17 1.09
H 5.56 1.38 -0.37
H 4.86 0.43 0.95
H 6.60 0.54 0.80
H 6.67 2.88 1.54
H 5.93 1.95 2.61
C 0.85 -3.25 -4.67
C 1.87 -3.21 -3.49
O 3.17 -2.90 -4.05
C 3.52 -1.67 -4.15
O 2.90 -0.67 -3.82
C 4.93 -1.47 -4.76
F 5.58 -0.72 -3.88
F 5.64 -2.58 -5.00
F 4.92 -0.78 -5.93
H -0.13 -3.69 -4.41
H 1.25 -3.86 -5.48
H 0.64 -2.25 -5.00
H 1.94 -4.20 -3.02
H 1.52 -2.51 -2.78
C 2.94 -1.42 3.89
C 3.91 -0.26 3.77
O 3.82 0.50 5.07
C 4.75 1.37 5.34
O 5.77 1.56 4.75
C 4.38 2.23 6.56
F 3.98 1.41 7.57
F 5.35 2.98 6.95
F 3.35 3.01 6.24
H 1.89 -1.18 3.97
H 3.11 -2.00 4.82
H 3.10 -2.14 3.09
H 3.65 0.49 2.93
H 4.91 -0.66 3.66
C 1.19 -5.37 1.18
C -0.08 -6.12 1.37
O -0.18 -6.37 2.86
C -0.71 -7.57 3.20
O -1.15 -8.37 2.44
C -0.57 -7.82 4.76
F 0.70 -7.64 5.11
F -1.43 -7.03 5.47
F -0.86 -9.11 5.06
H 2.13 -5.89 1.24
H 1.38 -4.61 1.95
H 1.10 -4.79 0.24
H -0.17 -7.13 0.92
H -0.95 -5.50 1.21
C -1.68 5.58 -6.69
C -1.50 4.13 -6.34
O -0.18 3.85 -5.77
C -0.11 3.18 -4.68
O -0.99 2.64 -4.00
C 1.35 3.07 -4.15
F 1.31 3.13 -2.77
F 1.85 1.87 -4.42
F 2.11 4.04 -4.58
H -0.91 6.04 -7.29
H -1.86 6.20 -5.83
H -2.56 5.61 -7.31
H -1.50 3.57 -7.29
H -2.26 3.81 -5.64
C -2.92 -4.00 7.86
C -2.53 -3.37 6.58
O -3.48 -3.84 5.60
C -3.22 -3.72 4.31
O -2.21 -3.50 3.71
C -4.52 -3.84 3.43
F -5.04 -5.10 3.34
F -5.48 -3.12 3.98
F -4.29 -3.32 2.19
H -2.13 -3.73 8.54
H -2.82 -5.12 7.88
H -3.93 -3.65 8.20
H -1.55 -3.74 6.30
H -2.52 -2.34 6.54

=====

(2)
97
Properties=species:S:1:pos:R:3 method="wB97M-V/def2-TZVPD" orbital_gap_ev="6.97 / 7.08" charge=+1 de_lowest_kcal_mol=151.4 s2=3.7799 homo_energy_ev="-10.0 / -10.3" multiplicity=4
V 0.78 0.29 -0.22
C -5.51 0.53 -0.90
C -4.60 0.25 0.26
C -5.11 -0.11 1.50
C -4.24 -0.35 2.55
C -2.89 -0.20 2.31
Br -1.70 -0.48 3.77
N -2.37 0.15 1.15
C -3.22 0.35 0.15
H -6.52 0.78 -0.55
H -5.59 -0.35 -1.54
H -5.14 1.35 -1.50
H -6.18 -0.20 1.65
H -4.60 -0.63 3.53
H -2.78 0.62 -0.81
C -2.02 3.09 1.49
N 0.66 3.37 1.18
C 1.15 3.27 -1.52
C 2.32 2.87 -1.03
N 2.40 2.04 0.13
B 3.93 1.72 0.59
N 3.92 0.55 1.59
C 4.40 0.51 2.88
C 4.18 -0.74 3.36
N 3.57 -1.46 2.36
C 3.09 -2.83 2.42
C 3.42 -0.65 1.29
S 2.70 -1.12 -0.19
C 1.42 2.21 1.05
S 0.92 0.95 2.08
H -1.86 4.14 1.75
H -1.70 2.48 2.33
H -3.08 2.92 1.28
H 1.19 3.87 -2.42
H 3.28 3.12 -1.46
H 4.34 2.71 1.13
H 4.52 1.39 -0.40
H 4.85 1.36 3.34
H 4.42 -1.17 4.32
H 3.42 -3.28 3.35
H 3.48 -3.39 1.57
H 2.00 -2.83 2.36
O -0.34 -1.82 1.09
N -0.15 -1.38 -0.22
C -0.36 -2.36 -1.02
C -0.08 -2.46 -2.43
C -0.22 -3.73 -3.01
C 0.06 -3.94 -4.34
C 0.48 -2.88 -5.14
C 0.61 -1.62 -4.59
C 0.33 -1.39 -3.25
P 0.36 0.31 -2.59
C -1.26 0.87 -3.25
C -1.52 2.24 -3.39
C -2.74 2.69 -3.85
C -3.74 1.79 -4.19
C -3.49 0.43 -4.06
C -2.27 -0.03 -3.58
C 1.59 1.08 -3.69
C 2.92 0.84 -3.32
C 3.96 1.39 -4.06
C 3.68 2.18 -5.16
C 2.36 2.41 -5.54
C 1.32 1.85 -4.81
H -0.33 -1.03 1.65
H -0.70 -3.28 -0.54
H -0.54 -4.56 -2.39
H -0.05 -4.93 -4.77
H 0.70 -3.04 -6.19
H 0.92 -0.79 -5.21
H -0.71 2.94 -3.23
H -2.92 3.76 -3.97
H -4.69 2.14 -4.56
H -4.26 -0.29 -4.33
H -2.11 -1.09 -3.47
H 3.13 0.23 -2.45
H 4.98 1.22 -3.75
H 4.48 2.63 -5.72
H 2.15 3.02 -6.40
H 0.30 2.02 -5.13
C 1.32 4.66 1.08
Te -0.68 2.74 -0.26
C -1.32 4.67 -0.88
C -0.63 5.84 -0.22
C -1.19 7.07 -0.59
C -0.67 8.28 -0.16
C 0.45 8.28 0.66
C 1.01 7.07 1.03
C 0.50 5.84 0.61
H 2.23 4.62 0.46
H 1.64 4.88 2.10
H -2.39 4.70 -0.70
H -1.16 4.75 -1.96
H -2.05 7.07 -1.24
H -1.12 9.20 -0.49
H 0.88 9.21 0.99
H 1.88 7.08 1.67

=====

(3)
123
Properties=species:S:1:pos:R:3 method="wB97M-V/def2-TZVPD" orbital_gap_ev=7.54 charge=+1 homo_energy_ev=-9.9
C -3.28 -0.29 4.02
O -3.87 1.04 3.80
C -3.17 1.77 2.72
C -3.84 1.53 1.24
C -3.45 0.09 0.55
C -4.75 -0.58 -0.26
C -5.55 -1.69 0.64
S -7.10 -1.06 1.49
C -8.36 -2.47 1.29
C -8.42 -3.40 2.64
C -7.05 -4.25 2.93
Cl -6.78 -4.18 4.79
C -7.88 0.39 0.60
O -8.81 1.15 1.51
C -8.20 1.32 2.84
H -4.03 -1.09 3.57
H -3.08 -0.56 5.15
H -2.25 -0.46 3.45
H -3.30 2.93 2.96
H -1.99 1.59 2.72
H -5.03 1.59 1.24
H -3.47 2.41 0.54
H -2.92 -0.67 1.27
H -2.65 0.31 -0.32
H -5.42 0.23 -0.77
H -4.25 -1.19 -1.16
H -4.83 -2.11 1.49
H -5.83 -2.60 -0.05
H -9.43 -2.05 0.99
H -8.00 -3.13 0.36
H -8.55 -2.66 3.57
H -9.31 -4.17 2.60
H -7.09 -5.37 2.57
H -6.07 -3.79 2.46
H -8.60 -0.05 -0.24
H -7.13 1.19 0.18
H -7.04 1.50 2.84
H -8.55 0.44 3.55
H -8.68 2.30 3.33
C 0.57 2.42 1.58
O -0.53 2.93 1.38
N 1.40 1.90 0.61
C 2.69 1.32 0.92
C 0.96 1.93 -0.78
H 1.00 2.35 2.59
H 3.46 1.88 0.39
H 2.69 0.28 0.60
H 2.88 1.37 2.00
H 0.79 2.97 -1.07
H 0.02 1.38 -0.87
H 1.72 1.48 -1.43
C 1.79 2.71 -4.68
O 2.18 2.25 -3.62
N 0.69 2.28 -5.39
C 0.29 2.88 -6.65
C -0.10 1.18 -4.87
H 2.31 3.55 -5.17
H -0.72 3.28 -6.54
H 0.31 2.12 -7.43
H 0.97 3.70 -6.92
H -0.48 1.45 -3.88
H 0.55 0.30 -4.76
H -0.93 0.95 -5.54
C 1.77 -2.16 -3.90
O 0.67 -1.66 -4.09
N 2.60 -2.69 -4.87
C 3.89 -3.26 -4.55
C 2.16 -2.66 -6.25
H 2.20 -2.24 -2.88
H 4.66 -2.71 -5.09
H 3.89 -4.31 -4.88
H 4.08 -3.22 -3.48
H 1.99 -1.62 -6.55
H 1.22 -3.21 -6.34
H 2.92 -3.10 -6.90
C 5.04 4.80 -5.27
O 4.03 4.45 -5.86
N 5.08 5.64 -4.17
C 6.33 6.00 -3.53
C 3.84 6.17 -3.65
H 6.04 4.45 -5.58
H 6.29 5.67 -2.48
H 6.45 7.08 -3.57
H 7.18 5.52 -4.02
H 3.19 5.34 -3.36
H 3.35 6.75 -4.44
H 4.03 6.82 -2.79
C -1.85 -4.40 2.86
O -2.63 -3.64 2.30
N -1.82 -4.67 4.21
C -0.86 -5.58 4.79
C -2.78 -4.01 5.08
H -1.08 -4.95 2.29
H -1.40 -6.39 5.29
H -0.26 -5.03 5.53
H -0.20 -6.00 4.03
H -3.79 -4.28 4.75
H -2.65 -2.93 4.99
H -2.63 -4.32 6.12
C 9.33 3.20 -2.80
O 9.02 4.06 -3.61
N 8.47 2.59 -1.91
C 8.92 1.58 -0.98
C 7.08 2.98 -1.90
H 10.37 2.83 -2.72
H 8.37 0.65 -1.16
H 8.72 1.92 0.04
H 9.99 1.38 -1.09
H 6.65 2.78 -2.89
H 7.01 4.05 -1.69
H 6.52 2.41 -1.15
C 3.63 -2.08 4.40
O 3.32 -1.22 3.59
N 2.77 -2.69 5.29
C 3.22 -3.70 6.22
C 1.38 -2.30 5.30
H 4.67 -2.45 4.48
H 2.67 -4.63 6.04
H 3.02 -3.36 7.24
H 4.29 -3.90 6.11
H 0.95 -2.49 4.31
H 1.31 -1.23 5.51
H 0.82 -2.86 6.05

=====

(4)
12
Properties=species:S:1:pos:R:3 method="wB97M-V/def2-TZVPD" orbital_gap_ev=10.26 charge=0 de_lowest_kcal_mol=0.0 homo_energy_ev=-9.5
F 0.45 0.93 2.36
C -0.62 0.50 1.56
C -0.06 0.05 0.23
N 1.27 0.09 -0.06
N 1.60 -0.39 -1.21
C 0.44 -0.66 -1.79
C -0.65 -0.37 -0.95
Cl -2.36 -0.56 -1.28
H -1.07 -0.37 1.99
H -1.37 1.29 1.53
H 1.98 0.56 0.47
H 0.40 -1.07 -2.83

=====

(5)
38
Properties=species:S:1:pos:R:3 method="wB97M-V/def2-TZVPD" orbital_gap_ev=4.77 charge=0 de_lowest_kcal_mol=0.0 homo_energy_ev=-7.6
Na -2.34 -1.11 -1.55
Na -2.53 -1.39 2.35
Na 1.32 0.01 -2.78
Na 0.23 -3.18 -0.89
S -0.74 -1.96 -4.28
O -0.40 -2.77 -5.44
O -0.22 -0.57 -4.43
O -2.20 -1.92 -4.00
O -0.06 -2.59 -3.06
S -0.13 -0.10 0.45
O 0.51 1.22 0.40
O 0.01 -0.75 -0.88
O 0.52 -0.92 1.50
O -1.58 0.06 0.74
O -0.10 1.83 -2.45
H -1.05 1.75 -2.57
H 0.01 2.00 -1.50
O 1.32 -3.46 1.24
H 2.24 -3.67 1.43
H 1.26 -2.49 1.35
O 1.18 0.53 3.73
H 0.89 -0.06 3.02
H 1.15 1.40 3.28
O 1.17 3.02 2.44
H 0.96 2.45 1.68
H 0.33 3.37 2.73
O -2.66 2.47 1.13
H -2.11 1.67 1.05
H -2.28 2.97 1.85
O 2.85 1.65 -1.01
H 2.73 2.48 -1.47
H 2.09 1.57 -0.42
O -4.55 -0.01 0.80
H -3.86 0.67 0.68
H -4.22 -0.81 0.39
O 3.54 -1.16 1.12
H 2.68 -0.87 1.45
H 4.04 -1.35 1.92

=====

(6)
98
Properties=species:S:1:pos:R:3 method="wB97M-V/def2-TZVPD" orbital_gap_ev=6.54 charge=-2 de_lowest_kcal_mol=88.0 homo_energy_ev=-2.8
In -0.46 -1.42 -1.65
C -0.58 -3.69 5.24
O -0.50 -4.93 4.57
C -0.19 -4.89 3.24
C -0.16 -6.16 2.60
C 0.07 -6.23 1.26
C 0.27 -5.08 0.46
C 0.32 -5.17 -0.96
C 0.17 -6.52 -1.62
O 0.48 -4.15 -1.69
C 0.34 -3.78 1.12
O 0.62 -2.71 0.54
C 0.09 -3.77 2.54
H -0.87 -3.92 6.26
H -1.32 -3.03 4.78
H 0.39 -3.18 5.24
H -0.33 -7.05 3.20
H 0.09 -7.21 0.80
H 1.12 -7.05 -1.57
H -0.08 -6.37 -2.66
H -0.61 -7.12 -1.15
H 0.10 -2.79 2.99
O -0.92 2.17 -4.60
C -1.18 2.06 -3.40
O -0.88 1.09 -2.62
C -1.92 3.21 -2.65
P -1.82 2.67 -0.87
C -3.38 1.72 -0.67
C -3.83 0.81 -1.62
C -5.00 0.10 -1.40
C -5.74 0.30 -0.24
C -5.28 1.19 0.72
C -4.10 1.87 0.51
C -2.45 4.36 -0.29
C -1.41 5.26 -0.05
C -1.66 6.59 0.26
C -2.96 7.04 0.37
C -4.01 6.15 0.15
C -3.76 4.83 -0.19
H -2.97 3.27 -2.96
H -1.45 4.18 -2.81
H -3.26 0.63 -2.52
H -5.33 -0.62 -2.13
H -6.66 -0.25 -0.08
H -5.83 1.34 1.64
H -3.73 2.54 1.28
H -0.39 4.91 -0.17
H -0.83 7.27 0.42
H -3.17 8.07 0.62
H -5.03 6.51 0.22
H -4.59 4.17 -0.38
C 2.85 3.91 -1.65
C 2.15 2.87 -2.28
C 2.29 1.58 -1.83
C 3.12 1.29 -0.73
C 3.25 -0.05 -0.23
C 4.02 -0.28 0.88
C 4.72 0.77 1.50
C 4.66 2.05 1.02
C 3.84 2.34 -0.10
C 3.68 3.66 -0.59
H 2.72 4.93 -2.00
H 1.49 3.08 -3.11
H 1.75 0.77 -2.31
H 4.07 -1.26 1.31
H 5.32 0.56 2.38
H 5.20 2.85 1.50
H 4.22 4.46 -0.10
C 4.05 -1.64 -2.61
C 3.15 -2.12 -1.48
C 3.88 -3.07 -0.53
O 2.51 -1.00 -0.84
H 4.47 -2.50 -3.14
H 4.87 -1.02 -2.23
H 3.46 -1.07 -3.32
H 2.31 -2.66 -1.91
H 4.84 -2.67 -0.20
H 4.05 -4.01 -1.06
H 3.24 -3.28 0.33
S -2.47 0.47 3.18
C -1.28 1.61 3.37
N -0.71 2.22 2.27
C 0.16 3.24 2.36
C 0.56 3.72 3.57
C 0.08 3.08 4.74
C -0.81 2.06 4.64
H -0.98 1.88 1.34
H 0.50 3.66 1.43
H 1.25 4.54 3.63
H 0.42 3.43 5.71
H -1.21 1.56 5.51
F 0.54 -3.98 -5.65
Te -0.03 -3.76 -3.78
F -1.68 -3.77 -2.63
F 1.56 -4.97 -3.76
F -0.91 -5.44 -4.24
F -1.48 -3.03 -4.84
O 0.88 -2.26 -3.61